Entry 1:
The following is a DFT calculation (ωB97M-V with the def2-TZVPD basis set) of a cluster of 2 separate species, C11H16S2 in total.

Structure (XYZ):
```
29
Properties=species:S:1:pos:R:3
C 0.420 2.552 -0.810
C -0.692 1.580 -0.208
C -0.488 1.730 1.268
C -1.975 2.254 -0.754
C -0.469 0.086 -0.688
S -1.664 -0.684 -1.528
C 0.646 -0.615 -0.094
C 0.430 -1.779 0.630
C 1.412 -2.672 0.882
C 2.671 -2.372 0.407
C 2.947 -1.213 -0.368
C 1.890 -0.426 -0.668
H 1.216 2.202 -0.228
H 0.175 3.543 -0.581
H 0.422 2.268 -1.803
H -0.996 0.961 1.928
H -0.742 2.772 1.600
H 0.622 1.637 1.520
H -2.780 1.831 -0.165
H -1.790 3.288 -0.572
H -2.197 2.182 -1.805
H -0.561 -1.960 1.042
H 1.232 -3.496 1.566
H 3.467 -3.065 0.781
H 4.039 -1.008 -0.638
H 1.907 0.333 -1.440
S -2.835 -3.032 0.584
H -2.176 -3.632 -0.321
H -4.132 -3.264 0.460
```

## Properties
SMILES: CC(C)(C)C(=S)c1ccccc1.S
gap between HOMO and LUMO: 8.2433 eV
energy relative to the best compared isomer or geometry (same formula, charge and spin): 21.8 kJ/mol
HOMO level: -0.3079 Ha

Results of the natural (NBO) charge analysis, in e, for atoms 1 through 4: number 1, C, carries -0.5948; number 2, C, carries -0.1074; number 3, C, carries -0.6219; number 4, C, carries -0.6059



Entry 2:
The following is a DFT calculation (ωB97M-V with the def2-TZVPD basis set) of a cluster of 4 separate species, C17H34FO6S in total.

Structure (XYZ):
```
59
Properties=species:S:1:pos:R:3
C 5.952 -2.305 -0.042
C 4.996 -2.028 -1.198
C 3.980 -0.955 -0.840
F 3.155 -0.785 -1.999
C 3.150 -1.254 0.368
C 1.951 -0.316 0.449
C 0.745 -0.729 -0.424
C -0.592 -0.725 0.343
C -1.437 -1.985 0.150
S -2.346 -1.973 -1.368
O -3.422 -1.030 -1.258
O -1.496 -1.940 -2.512
O -3.050 -3.432 -1.320
H 6.686 -3.071 -0.313
H 6.507 -1.399 0.225
H 5.392 -2.644 0.831
H 4.439 -2.932 -1.458
H 5.570 -1.712 -2.080
H 4.535 0.014 -0.774
H 3.788 -1.021 1.232
H 1.633 -0.303 1.499
H 2.209 0.740 0.203
H 0.938 -1.727 -0.824
H 0.666 -0.069 -1.291
H -1.196 0.162 0.125
H -0.372 -0.683 1.414
H -2.214 -2.074 0.916
H -0.800 -2.874 0.172
H -2.555 -4.009 -0.724
C -2.398 4.282 1.294
C -2.039 3.257 2.346
O -1.067 3.385 3.049
C -2.969 2.075 2.471
H -1.664 5.084 1.299
H -2.420 3.811 0.310
H -3.392 4.688 1.492
H -3.043 1.549 1.517
H -3.969 2.416 2.747
H -2.595 1.393 3.232
C 3.970 3.975 1.247
C 4.938 2.824 1.406
O 4.555 1.701 1.598
C 6.412 3.157 1.294
H 2.952 3.605 1.340
H 4.158 4.735 2.009
H 4.102 4.442 0.269
H 6.692 3.885 2.058
H 6.622 3.598 0.318
H 6.998 2.249 1.417
C -7.886 -2.417 -3.347
C -7.779 -2.364 -1.839
O -8.758 -2.475 -1.137
C -6.396 -2.165 -1.282
H -8.923 -2.562 -3.640
H -7.505 -1.490 -3.780
H -7.275 -3.233 -3.735
H -5.965 -1.233 -1.649
H -5.735 -2.969 -1.609
H -6.432 -2.143 -0.195
```

## Properties
charge: -1
gap between HOMO and LUMO: 3.8690 eV
HOMO level: -0.0576 Ha

Results of the natural (NBO) charge analysis, in e, for atoms 1 through 4: number 1, C, carries -0.6118; number 2, C, carries -0.4210; number 3, C, carries 0.1780; number 4, F, carries -0.4275



Entry 3:
The following is a DFT calculation (ωB97M-V with the def2-TZVPD basis set) of a structure of composition C17H10BrF3IrN2O.

Structure (XYZ):
```
35
Properties=species:S:1:pos:R:3
Ir -0.244 -0.106 -1.801
Br -6.191 -0.251 2.762
C -4.874 -0.287 1.409
C -5.285 -0.265 0.061
C -4.335 -0.297 -0.917
C -2.946 -0.374 -0.628
O -2.148 -0.415 -1.619
C -2.524 -0.379 0.775
C -1.186 -0.375 1.222
N -0.115 -0.454 0.453
C 1.180 -0.381 0.826
C 1.655 -0.341 2.157
C 3.010 -0.299 2.418
C 3.944 -0.295 1.393
C 3.533 -0.317 0.045
C 4.425 -0.286 -1.050
C 3.931 -0.271 -2.337
C 2.562 -0.308 -2.541
N 1.696 -0.315 -1.519
C 2.143 -0.340 -0.240
C -3.537 -0.326 1.747
H -6.332 -0.215 -0.189
H -4.607 -0.263 -1.961
H -1.062 -0.238 2.292
H 0.953 -0.328 2.973
H 3.350 -0.258 3.442
H 4.997 -0.246 1.617
H 5.489 -0.292 -0.874
H 4.591 -0.233 -3.188
H 2.142 -0.312 -3.539
H -3.256 -0.322 2.789
F 0.581 2.608 -2.405
C -0.247 1.969 -1.559
F 0.167 2.295 -0.312
F -1.463 2.519 -1.704
```

## Properties
charge: +1
gap between HOMO and LUMO (alpha / beta): 5.6183 / 5.6335 eV
HOMO level (alpha / beta): -0.4085 / -0.4087 Ha

Results of the natural (NBO) charge analysis, in e, for atoms 1 through 4: number 1, Ir, carries 1.0709; number 2, Br, carries 0.1048; number 3, C, carries -0.1345; number 4, C, carries -0.1330



Entry 4:
The following is a DFT calculation (ωB97M-V with the def2-TZVPD basis set) of a structure of composition C11H8ClNO4Zn.

Structure (XYZ):
```
26
Properties=species:S:1:pos:R:3
Zn 1.352 -0.551 -0.545
C 3.219 -1.390 0.288
O 3.989 -1.397 1.128
C 1.878 -1.425 -2.964
O 2.548 -1.888 -3.760
C 1.843 1.400 -1.430
O 2.389 2.377 -1.679
C -0.165 -2.373 -0.715
O -0.763 -3.358 -0.662
C -1.877 0.814 -2.308
H -2.554 0.215 -1.656
H -1.693 1.878 -2.030
C -1.175 0.215 -3.284
H -0.361 0.753 -3.808
H -1.281 -0.874 -3.455
Cl -0.466 -1.774 4.283
C -0.563 -0.468 3.158
C -1.143 0.755 3.519
C -1.165 1.736 2.522
C -0.623 1.493 1.247
N 0.068 0.345 0.943
C 0.001 -0.671 1.874
H -1.523 0.926 4.532
H -1.598 2.715 2.722
H -0.743 2.225 0.433
H 0.408 -1.677 1.647
```

## Properties
charge: +2
gap between HOMO and LUMO: 7.5465 eV
energy relative to the best compared isomer or geometry (same formula, charge and spin): 50.3 kJ/mol
HOMO level: -0.6008 Ha

Results of the natural (NBO) charge analysis, in e, for atoms 1 through 4: number 1, Zn, carries 1.4581; number 2, C, carries 0.4175; number 3, O, carries -0.2796; number 4, C, carries 0.4342



Entry 5:
The following is a DFT calculation (ωB97M-V with the def2-TZVPD basis set) of a cluster of 8 separate species, C26H67NO26P6S in total.

Structure (XYZ):
```
127
Properties=species:S:1:pos:R:3
C -10.453 -5.022 -1.557
O -9.573 -3.911 -1.231
P -9.383 -2.690 -2.291
O -10.644 -2.267 -2.888
O -8.673 -1.477 -1.498
C -7.481 -1.636 -0.739
O -8.235 -3.192 -3.333
C -7.972 -2.517 -4.534
H -11.382 -4.778 -1.041
H -10.122 -6.055 -1.446
H -10.688 -4.982 -2.621
H -7.457 -2.643 -0.323
H -7.337 -0.877 0.030
H -6.622 -1.575 -1.407
H -6.980 -2.068 -4.484
H -8.643 -1.673 -4.696
H -7.907 -3.137 -5.428
C -0.286 1.425 0.023
O 0.292 0.377 0.840
P -0.583 -0.350 1.921
O -1.912 -0.787 1.469
O 0.416 -1.535 2.437
C 0.726 -2.599 1.483
O -0.647 0.766 3.125
C -1.578 0.590 4.180
H -1.346 1.638 0.161
H -0.197 0.940 -0.949
H 0.284 2.354 -0.001
H 0.666 -2.252 0.452
H 0.156 -3.526 1.544
H 1.788 -2.814 1.606
H -2.023 -0.399 4.066
H -2.405 1.283 4.028
H -1.121 0.590 5.169
C 6.376 8.871 -0.114
O 6.175 7.541 0.232
P 6.575 6.321 -0.736
O 7.990 6.460 -1.131
O 5.483 6.258 -1.936
C 5.748 5.663 -3.167
O 6.226 4.944 0.104
C 5.013 4.630 0.653
H 7.205 9.273 0.470
H 5.447 9.392 0.119
H 6.535 9.128 -1.161
H 6.734 5.251 -3.383
H 5.668 6.440 -3.927
H 4.997 4.920 -3.431
H 4.345 5.487 0.559
H 4.936 4.372 1.709
H 4.617 3.894 -0.046
C 4.195 -3.330 9.242
O 4.021 -2.880 7.928
P 2.800 -1.794 7.525
O 2.756 -0.593 8.445
O 1.488 -2.806 7.528
C 1.369 -3.944 6.696
O 3.087 -1.487 5.957
C 4.325 -0.921 5.439
H 3.478 -2.990 9.990
H 5.193 -3.034 9.564
H 4.260 -4.415 9.167
H 0.453 -3.961 6.104
H 1.433 -4.870 7.267
H 2.170 -3.875 5.960
H 4.064 -0.627 4.422
H 5.127 -1.658 5.406
H 4.658 -0.032 5.975
C 4.828 -8.080 1.019
O 6.079 -7.393 0.811
P 7.445 -7.808 1.585
O 8.725 -7.257 1.105
O 7.115 -7.497 3.206
C 6.968 -6.153 3.684
O 7.350 -9.392 1.520
C 8.435 -10.075 2.105
H 4.881 -9.115 1.356
H 4.359 -8.185 0.041
H 4.084 -7.537 1.602
H 7.246 -5.486 2.868
H 7.429 -5.893 4.637
H 5.918 -5.898 3.829
H 9.238 -9.487 2.550
H 8.886 -10.826 1.457
H 8.063 -10.641 2.960
C -3.791 6.532 1.852
O -4.457 7.192 0.859
P -4.390 8.830 0.709
O -4.275 9.608 1.962
O -3.144 9.067 -0.316
C -2.919 8.403 -1.617
O -5.754 9.345 -0.126
C -6.005 10.706 -0.542
H -4.497 6.373 2.668
H -2.891 7.018 2.229
H -3.551 5.566 1.408
H -3.488 9.017 -2.315
H -3.286 7.377 -1.637
H -1.869 8.330 -1.900
H -6.183 10.801 -1.613
H -5.136 11.320 -0.306
H -6.788 11.127 0.088
O -1.975 -7.295 -6.219
S -2.522 -5.915 -6.218
O -3.442 -5.541 -7.329
C -3.268 -5.576 -4.574
C -2.642 -4.262 -4.110
C -1.170 -4.406 -4.590
C -1.197 -4.698 -6.104
H -3.007 -6.401 -3.912
H -4.357 -5.613 -4.565
H -3.176 -3.397 -4.505
H -2.591 -4.232 -3.021
H -0.550 -5.092 -4.014
H -0.719 -3.429 -4.413
H -0.344 -5.032 -6.695
H -1.601 -3.846 -6.651
C -1.490 4.659 -5.265
C -2.093 5.309 -6.275
C -1.203 6.094 -6.901
N 0.012 5.909 -6.310
C -0.146 4.999 -5.290
H -1.980 3.943 -4.621
H -3.083 5.190 -6.688
H -1.326 6.783 -7.723
H 0.895 6.332 -6.559
H 0.726 4.798 -4.686
```

## Properties
SMILES: COP(=O)(OC)OC.COP(=O)(OC)OC.COP(=O)(OC)OC.COP(=O)(OC)OC.COP(=O)(OC)OC.COP(=O)(OC)OC.O=S1(=O)CCCC1.c1cc[nH]c1
gap between HOMO and LUMO: 8.4080 eV
HOMO level: -0.3171 Ha

Results of the Löwdin charge analysis, in e, for atoms 1 through 4: number 1, C, carries -0.0815; number 2, O, carries -0.2332; number 3, P, carries 0.4263; number 4, O, carries -0.2232



Entry 6:
The following is a DFT calculation (ωB97M-V with the def2-TZVPD basis set) of a structure of composition C28H62F6NO18S2Zn.

Structure (XYZ):
```
118
Properties=species:S:1:pos:R:3
Zn 9.004 23.379 -11.795
C 6.254 26.488 -11.797
C 5.732 27.613 -12.525
C 6.653 28.248 -13.667
O 6.073 29.034 -14.397
C 7.979 27.736 -13.823
C 8.469 26.776 -12.946
C 7.538 26.064 -11.986
O 7.900 24.938 -11.449
O 9.689 26.402 -13.015
O 4.637 28.115 -12.365
H 5.595 25.968 -11.111
H 8.664 28.166 -14.540
C 10.278 19.916 -9.425
F 11.199 20.801 -9.058
F 10.804 18.738 -9.694
F 9.359 19.888 -8.482
S 9.602 20.501 -11.116
O 10.646 21.303 -11.712
O 9.229 19.317 -11.812
N 8.406 21.662 -10.917
S 7.075 20.962 -10.387
O 6.007 21.149 -11.329
O 7.084 19.626 -9.863
C 6.618 22.039 -8.929
F 5.453 21.626 -8.456
F 7.528 21.848 -7.951
F 6.604 23.320 -9.232
C 6.285 20.594 -4.586
C 5.164 21.364 -5.292
O 4.403 21.967 -4.250
H 6.857 21.218 -3.900
H 6.838 20.023 -5.334
H 5.801 19.863 -3.934
H 4.613 20.573 -5.808
H 5.518 22.107 -6.003
H 3.459 21.831 -4.343
C 3.256 19.373 -10.501
C 2.790 20.486 -11.402
O 1.965 21.361 -10.631
H 3.605 19.692 -9.526
H 4.016 18.855 -11.100
H 2.525 18.567 -10.392
H 2.290 20.150 -12.320
H 3.610 21.081 -11.814
H 2.090 22.292 -10.823
C 10.917 17.547 -6.492
C 10.554 16.555 -5.415
O 11.581 15.573 -5.237
H 11.954 17.868 -6.514
H 10.232 18.398 -6.453
H 10.676 17.089 -7.459
H 9.539 16.147 -5.449
H 10.496 17.055 -4.439
H 11.362 14.830 -5.807
C 9.853 25.136 -8.496
C 10.270 23.774 -9.022
O 10.502 23.830 -10.440
H 10.632 25.862 -8.729
H 9.827 25.048 -7.407
H 8.879 25.374 -8.918
H 9.434 23.085 -8.925
H 11.150 23.411 -8.489
H 11.343 24.234 -10.671
C 13.390 18.697 -12.197
C 12.379 18.815 -13.316
O 12.912 18.360 -14.582
H 14.094 19.534 -12.284
H 13.887 17.733 -12.163
H 12.917 19.001 -11.257
H 12.032 19.841 -13.450
H 11.491 18.194 -13.191
H 13.476 19.083 -14.872
C 9.857 22.987 -5.349
C 9.058 23.975 -4.526
O 9.377 23.819 -3.135
H 9.696 21.959 -5.020
H 10.947 23.099 -5.327
H 9.644 23.012 -6.420
H 8.007 23.717 -4.649
H 9.242 25.026 -4.750
H 10.194 24.300 -2.982
C 13.383 15.022 -10.287
C 11.937 15.394 -10.582
O 11.128 14.222 -10.667
H 13.364 14.349 -9.430
H 14.049 15.876 -10.198
H 13.712 14.421 -11.137
H 11.832 15.868 -11.564
H 11.522 16.159 -9.917
H 10.681 14.017 -9.842
C 5.515 23.108 -14.058
C 6.959 23.314 -14.489
O 7.893 22.806 -13.522
H 5.349 23.895 -13.319
H 5.263 22.153 -13.602
H 4.903 23.270 -14.947
H 7.171 24.382 -14.558
H 7.180 22.965 -15.503
H 7.955 21.849 -13.629
C 11.053 22.581 -14.799
C 11.493 23.686 -13.846
O 10.290 24.272 -13.270
H 11.897 22.058 -15.256
H 10.444 22.996 -15.602
H 10.462 21.846 -14.253
H 11.933 24.486 -14.437
H 12.047 23.277 -13.002
H 10.210 25.193 -13.600
C 7.059 16.037 -11.849
C 8.577 16.146 -11.866
O 9.157 14.988 -12.445
H 6.759 15.135 -11.308
H 6.666 15.939 -12.859
H 6.642 16.887 -11.307
H 8.974 16.380 -10.869
H 8.821 17.058 -12.422
H 9.855 14.730 -11.819
```

## Properties
charge: -1
gap between HOMO and LUMO: 5.8321 eV
energy relative to the best compared isomer or geometry (same formula, charge and spin): 0.0 kJ/mol
HOMO level: -0.1636 Ha

Results of the Löwdin charge analysis, in e, for atoms 1 through 4: number 1, Zn, carries 0.6991; number 2, C, carries 0.0050; number 3, C, carries -0.3543; number 4, C, carries -0.3717



Maximum force? In order: 3.66; 0.34; 5.84; 4.76; 5.04; 4.36 eV/Å.